[1]
{
  "formula": "C35H54BrMnN3OP2",
  "method": "ωB97M-V/def2-TZVPD",
  "total_energy_ha": -6012.627482,
  "mol_weight_da": 729.627,
  "s_squared": 8.77,
  "homo_ev": [-11.828, -11.827],
  "charge": 2,
  "multiplicity": 6,
  "relative_energy_kj_mol": 71.09,
  "orbital_gap_ha": [0.198, 0.168],
  "lumo_ev": [-6.43, -7.26],
  "species": ["Br", "Mn", "P", "P", "O", "N", "N", "N", "C", "C", "C", "C", "C", "C", "C", "C", "C", "C", "C", "C", "C", "C", "C", "C", "C", "C", "C", "C", "C", "C", "C", "C", "C", "C", "C", "C", "C", "C", "C", "C", "C", "C", "C", "H", "H", "H", "H", "H", "H", "H", "H", "H", "H", "H", "H", "H", "H", "H", "H", "H", "H", "H", "H", "H", "H", "H", "H", "H", "H", "H", "H", "H", "H", "H", "H", "H", "H", "H", "H", "H", "H", "H", "H", "H", "H", "H", "H", "H", "H", "H", "H", "H", "H", "H", "H", "H", "H"],
  "xyz": [[2.099, 3.536, -0.833], [-0.986, -0.169, -1.206], [4.463, -0.644, -0.774], [-0.913, -2.374, -1.458], [0.833, 2.353, 4.273], [-0.538, -0.234, 1.353], [-0.127, 1.048, 5.943], [-6.500, 4.656, -5.771], [1.747, 2.119, 7.286], [0.191, 0.186, 2.404], [0.572, 1.539, -2.430], [3.788, -1.076, -2.404], [-0.809, -3.728, -0.261], [-0.435, 0.442, 3.631], [-1.917, -4.785, -0.364], [-1.906, 1.440, -2.417], [-1.824, 1.801, -1.032], [-4.749, 3.060, -5.361], [-3.705, 2.898, -3.056], [-2.485, -2.357, -2.424], [4.684, 1.205, -0.746], [0.278, 2.051, 6.952], [-2.497, -0.449, 2.765], [0.517, -2.514, -2.590], [-0.605, 2.316, -0.496], [-5.474, 4.555, -3.626], [-5.707, 3.676, -6.188], [-4.628, 3.495, -4.019], [6.085, 1.670, -1.190], [0.561, 2.422, -1.323], [4.142, -1.750, 1.723], [-0.329, -0.693, 7.727], [3.321, -1.114, 0.579], [-3.709, -1.898, -1.626], [-1.818, -0.576, 1.550], [4.694, -2.030, -3.198], [-6.416, 5.084, -4.515], [-3.121, 1.673, -3.169], [0.210, -0.340, 6.348], [-0.656, 1.012, -2.970], [0.287, -2.181, -4.063], [0.196, 1.362, 4.619], [-1.791, 0.101, 3.825], [-4.123, 2.287, -5.805], [-0.615, 2.770, 0.500], [0.968, -3.511, -2.464], [2.637, -1.872, 0.162], [1.901, 2.776, 8.153], [-1.562, -5.704, 0.128], [-2.166, -5.013, -1.414], [-2.374, -0.994, 0.704], [-1.407, -0.504, 7.833], [2.153, 1.128, 7.509], [-3.477, 3.540, -2.197], [-3.959, -0.858, -1.891], [-2.326, -1.679, -3.283], [1.263, 0.293, 2.271], [-2.753, 1.753, -0.449], [-0.176, -1.768, 7.872], [2.286, 2.539, 6.430], [-5.807, 3.421, -7.246], [3.641, -0.140, -2.965], [2.814, -1.558, -2.256], [1.310, -0.492, 6.369], [3.900, 1.659, -1.387], [-4.572, -2.538, -1.852], [5.007, -2.282, 1.317], [-3.562, -0.697, 2.787], [-3.482, 0.915, -3.875], [0.421, -1.108, -4.259], [4.482, 1.513, 0.302], [1.213, -1.780, -2.147], [0.233, -0.190, 8.527], [1.491, 1.364, -3.005], [6.863, 1.200, -0.575], [4.543, -0.998, 2.408], [-2.607, -3.372, -2.828], [-2.829, -4.449, 0.152], [3.570, -2.464, 2.325], [-0.048, 3.009, 6.551], [-0.715, -2.476, -4.394], [5.725, -1.671, -3.254], [-0.616, 0.549, -3.951], [-7.063, 5.892, -4.174], [-0.799, -3.219, 0.718], [-5.373, 4.949, -2.621], [4.728, -3.017, -2.727], [-0.326, 1.786, 7.816], [-2.293, 0.361, 4.759], [1.011, -2.715, -4.690], [6.291, 1.418, -2.239], [6.161, 2.759, -1.072], [-0.217, -1.028, 5.611], [4.328, -2.153, -4.225], [0.183, -4.195, -0.386], [-3.542, -1.935, -0.538], [2.749, -0.252, 0.959]],
  "forces_ev_per_angstrom": [[-1.9, -1.1, -0.4], [1.3, 0.3, 2.8], [2.4, 0.0, 0.5], [-0.2, -1.4, -0.8], [-0.9, -1.0, -0.1], [0.0, -0.8, -0.4], [1.4, 0.1, -0.7], [-0.5, 0.2, 0.0], [0.4, 0.1, -0.2], [-1.0, 0.0, 0.0], [-0.4, 0.5, -0.3], [-0.6, 0.1, -0.5], [0.1, 0.0, 0.6], [-0.6, 0.1, -0.6], [-0.1, -0.1, 0.1], [0.8, 0.5, 0.6], [0.1, 1.2, -0.1], [-0.4, 0.2, 0.0], [0.1, -0.5, 0.0], [0.3, -0.8, -0.5], [-0.7, -0.1, -0.1], [-0.7, 0.0, -0.3], [0.2, 0.0, -0.7], [0.3, -0.1, 0.1], [0.1, 0.8, -0.7], [0.3, -0.4, 0.0], [0.6, 0.0, 0.5], [-1.1, 0.1, -0.9], [-0.2, -0.1, 0.2], [-0.1, -0.8, 0.8], [0.1, -0.1, 0.1], [0.0, -0.4, 0.2], [-0.4, -0.1, 0.2], [-0.1, 0.1, 0.2], [-0.2, 0.2, 0.7], [0.0, 0.0, -0.1], [0.9, -0.4, 0.4], [-0.9, 0.0, -0.3], [-0.2, -0.1, 0.1], [0.3, 1.8, -0.6], [0.0, 0.0, -0.3], [0.8, 0.4, 1.7], [0.2, 0.4, -0.4], [0.0, 0.1, 0.3], [0.1, -0.3, -0.3], [-0.2, 0.3, -0.1], [0.0, 0.3, 0.2], [0.0, -0.2, -0.2], [-0.3, 0.3, -0.2], [0.1, -0.1, 0.5], [0.2, 0.2, 0.1], [0.4, 0.1, 0.0], [0.1, 0.2, 0.1], [0.3, -0.2, -0.4], [-0.1, -0.3, 0.2], [0.0, -0.4, 0.3], [-0.2, 0.4, -0.1], [0.5, 0.6, -0.1], [0.0, 0.2, 0.0], [0.1, -0.1, 0.2], [0.1, -0.1, 0.4], [-0.1, -0.2, 0.0], [0.4, 0.3, -0.2], [-0.5, 0.1, -0.2], [0.5, -0.1, 0.4], [0.2, 0.3, 0.1], [-0.2, 0.0, 0.0], [0.5, 0.0, 0.3], [0.4, 0.6, -0.2], [0.0, -0.4, 0.0], [0.1, -0.1, -0.5], [-0.2, -0.6, -0.3], [-0.3, -0.1, -0.2], [-0.4, 0.0, 0.4], [-0.2, 0.1, -0.1], [-0.1, 0.0, -0.1], [-0.2, 0.3, -0.1], [0.3, -0.2, -0.3], [-0.1, 0.2, -0.1], [-0.1, 0.1, 0.2], [0.3, 0.0, -0.1], [-0.2, 0.1, 0.1], [-0.1, 0.2, 0.1], [0.0, -0.2, -0.3], [0.0, -0.5, -0.2], [-0.2, 0.0, 0.0], [0.0, 0.1, 0.0], [0.0, 0.4, 0.2], [0.3, -0.2, -0.2], [-0.2, 0.2, 0.2], [-0.1, 0.1, 0.2], [0.1, -0.2, -0.1], [0.2, 0.1, 0.1], [0.0, 0.0, 0.2], [-0.3, 0.3, 0.0], [-0.2, -0.1, -0.3], [-0.1, -0.3, -0.2]],
  "mulliken_spin": [0.00, 4.80, 0.00, -0.10, 0.00, 0.00, 0.00, 0.00, 0.00, 0.03, 0.06, 0.00, 0.01, 0.00, 0.00, 0.00, 0.01, 0.00, 0.01, 0.01, 0.00, 0.00, 0.02, 0.08, 0.06, 0.00, 0.00, 0.00, 0.00, 0.02, 0.00, 0.00, 0.00, 0.05, 0.09, 0.00, 0.00, 0.00, 0.00, -0.04, 0.01, 0.00, 0.00, 0.00, 0.01, 0.01, 0.00, 0.00, 0.00, 0.00, -0.07, 0.00, 0.00, 0.00, 0.00, -0.03, 0.00, 0.00, 0.00, 0.00, 0.00, 0.00, -0.01, 0.00, 0.00, 0.00, 0.00, 0.00, 0.00, 0.00, 0.00, -0.03, 0.00, 0.02, 0.00, 0.00, 0.01, 0.00, 0.00, 0.00, 0.00, 0.00, -0.01, 0.00, 0.00, 0.00, 0.00, 0.00, 0.00, 0.00, 0.00, 0.00, 0.00, 0.00, 0.00, -0.02, 0.00]
}

---

[2]
{
  "formula": "C6H12O",
  "method": "ωB97M-V/def2-TZVPD",
  "total_energy_ha": -310.876817,
  "mol_weight_da": 100.161,
  "homo_ev": -7.928,
  "relative_energy_kj_mol": 479.04,
  "orbital_gap_ha": 0.316,
  "lumo_ev": 0.68,
  "species": ["O", "C", "C", "C", "C", "C", "C", "H", "H", "H", "H", "H", "H", "H", "H", "H", "H", "H", "H"],
  "xyz": [[-0.704, 0.304, 0.218], [-1.210, -2.566, -0.679], [-0.385, 1.325, 1.116], [-0.080, -1.608, -1.078], [0.295, -0.613, 0.008], [0.888, 2.664, -0.656], [0.701, 2.291, 0.613], [-0.378, -1.057, -1.971], [1.533, 0.596, 0.229], [-0.051, 0.940, 2.083], [0.717, -1.053, 0.901], [-0.927, -3.158, 0.196], [-2.111, -2.003, -0.428], [0.838, 2.028, -1.517], [0.997, 3.687, -0.934], [0.809, -2.187, -1.336], [0.951, 3.008, 1.401], [-1.318, 1.878, 1.280], [-1.449, -3.257, -1.497]],
  "forces_ev_per_angstrom": [[-0.6, -0.1, 0.1], [0.0, 0.2, 0.2], [0.6, -0.7, 0.1], [0.7, 0.5, -0.2], [2.1, 2.2, 0.9], [-0.2, 0.1, 0.1], [-1.2, 0.7, -0.3], [0.0, 0.0, 0.0], [-1.6, -2.7, -1.3], [-0.1, -0.3, 0.1], [-0.5, -0.5, 0.4], [0.0, 0.0, -0.1], [0.0, -0.1, 0.0], [-0.6, -0.6, 0.0], [1.1, 0.7, 0.2], [0.0, 0.1, 0.0], [-0.2, 0.0, -0.2], [0.4, 0.1, -0.1], [0.1, 0.2, 0.2]],
  "mulliken_charge": [-0.30, -1.08, -0.34, -0.55, -0.34, -0.48, -0.48, 0.26, 0.29, 0.34, 0.35, 0.31, 0.28, 0.22, 0.29, 0.31, 0.29, 0.30, 0.33]
}

---

[3]
{
  "formula": "C27H20F3N2O16PS",
  "method": "ωB97M-V/def2-TZVPD",
  "total_energy_ha": -3393.519934,
  "mol_weight_da": 748.490,
  "homo_ev": -9.424,
  "orbital_gap_ha": 0.288,
  "lumo_ev": -1.58,
  "species": ["S", "P", "F", "F", "F", "O", "O", "O", "O", "O", "O", "O", "O", "O", "O", "O", "O", "O", "O", "O", "O", "N", "N", "C", "C", "C", "C", "C", "C", "C", "C", "C", "C", "C", "C", "C", "C", "C", "C", "C", "C", "C", "C", "C", "C", "C", "C", "C", "C", "C", "H", "H", "H", "H", "H", "H", "H", "H", "H", "H", "H", "H", "H", "H", "H", "H", "H", "H", "H", "H"],
  "xyz": [[-0.602, -1.730, -1.598], [-2.689, 2.439, -4.019], [3.256, 3.368, -0.484], [5.399, 3.356, -0.844], [4.539, 2.084, 0.692], [-1.948, 3.808, -3.615], [-4.911, -2.283, -9.763], [-0.994, -1.036, 7.400], [-2.350, -2.285, -10.126], [-3.880, 2.598, -4.854], [-2.882, -0.577, 9.129], [4.207, -0.179, 5.602], [0.754, -2.810, 2.603], [3.073, -2.262, 6.658], [2.138, -1.973, 10.778], [4.263, 1.633, -1.489], [1.925, -0.769, 1.527], [-4.772, 1.776, -7.408], [-2.185, 1.811, -7.835], [0.235, -1.576, 12.505], [-2.984, 1.824, -2.581], [0.803, -1.054, -1.250], [-1.119, -0.773, -2.764], [-1.700, -0.919, 9.617], [-4.265, 0.771, -8.081], [-1.428, 1.391, -4.768], [1.999, 1.856, -3.098], [-2.110, -0.238, -8.998], [1.549, -2.254, 3.338], [2.264, -1.047, 2.778], [1.847, -2.672, 4.693], [0.950, -1.648, 10.291], [0.948, -0.010, -2.084], [-4.347, -1.316, -9.280], [0.689, -1.526, 8.982], [-1.440, -1.044, 10.926], [-4.998, -0.252, -8.557], [-2.766, 0.840, -8.288], [3.150, -0.343, 3.495], [3.246, 0.646, -1.279], [-2.848, -1.254, -9.466], [0.868, 2.023, -3.952], [3.434, -0.752, 4.857], [-0.173, 0.153, -2.954], [2.061, 0.875, -2.170], [-0.106, -1.424, 11.347], [-0.648, -1.163, 8.561], [2.734, -1.969, 5.409], [-0.215, 1.210, -3.899], [4.361, 2.589, -0.552], [2.938, 0.594, -0.241], [-3.115, -2.856, -10.344], [1.270, -1.444, 1.258], [3.728, -1.586, 6.925], [1.337, -3.541, 5.084], [-1.158, 1.818, -5.731], [-1.149, 3.952, -4.134], [-2.721, 2.425, -1.875], [3.697, -0.313, -1.527], [-4.039, 2.362, -7.130], [1.435, -1.689, 8.218], [-6.068, -0.311, -8.416], [-2.783, -0.569, 8.157], [2.036, -1.993, 11.750], [-2.186, -0.873, 11.688], [2.832, 2.537, -3.191], [0.879, 2.818, -4.687], [3.665, 0.524, 3.106], [-1.038, -0.186, -9.130], [-1.895, 0.416, -4.906]],
  "forces_ev_per_angstrom": [[-0.2, 0.0, 0.0], [-0.4, 0.1, -0.2], [0.2, -0.2, 0.0], [0.0, 0.0, 0.0], [0.0, 0.1, -0.3], [0.1, -0.1, 0.0], [0.0, -0.1, 0.0], [-0.1, 0.0, 0.0], [0.0, 0.0, 0.0], [0.2, 0.0, -0.1], [0.0, 0.0, 0.0], [0.0, 0.0, 0.1], [0.0, 0.0, -0.1], [0.0, 0.0, 0.0], [0.0, 0.0, 0.0], [0.1, 0.1, 0.2], [0.1, 0.1, 0.2], [-0.1, 0.0, -0.2], [0.0, 0.1, 0.0], [0.1, 0.0, 0.0], [0.0, 0.1, 0.1], [0.3, 0.1, 0.0], [0.0, -0.1, -0.1], [-0.1, 0.0, 0.1], [0.0, 0.0, 0.0], [0.3, -0.2, 0.5], [-0.1, 0.3, -0.2], [0.1, 0.1, 0.1], [0.0, -0.1, 0.2], [0.0, 0.0, -0.1], [-0.1, -0.1, -0.1], [0.0, 0.0, -0.1], [-0.2, -0.1, 0.0], [-0.2, 0.2, 0.1], [0.0, 0.0, -0.2], [0.0, 0.0, 0.1], [-0.1, -0.1, -0.1], [0.1, -0.1, -0.1], [0.1, 0.1, 0.1], [-0.2, -0.2, -0.2], [0.1, 0.0, 0.0], [0.1, 0.1, 0.0], [0.0, 0.1, -0.3], [0.1, -0.2, 0.3], [0.1, -0.2, 0.3], [-0.3, 0.1, 0.0], [0.2, -0.1, 0.0], [-0.1, -0.1, 0.0], [-0.3, 0.1, -0.2], [-0.2, -0.1, 0.2], [0.0, 0.1, 0.2], [-0.1, 0.0, 0.0], [0.0, 0.0, -0.1], [0.0, 0.0, 0.0], [0.0, 0.0, 0.0], [-0.1, 0.0, -0.1], [0.0, 0.2, 0.1], [0.0, -0.1, 0.1], [0.1, 0.0, 0.0], [-0.1, 0.0, 0.3], [0.0, 0.0, 0.0], [0.0, 0.0, 0.0], [0.0, 0.0, 0.0], [0.0, 0.0, 0.0], [0.0, 0.0, 0.0], [0.0, 0.0, -0.1], [0.1, 0.1, 0.0], [0.0, 0.0, 0.0], [0.0, 0.0, 0.0], [-0.1, 0.0, -0.3]],
  "mulliken_charge": [0.12, 1.00, -0.26, -0.26, -0.24, -0.57, -0.64, -0.66, -0.59, -0.67, -0.57, -0.63, -0.63, -0.60, -0.57, -0.40, -0.39, -0.57, -0.67, -0.63, -0.50, -0.51, -0.58, 0.33, 0.40, -1.38, -0.86, -1.13, 1.04, 0.04, -0.99, 0.29, 0.29, 1.06, -0.93, -1.08, -0.92, 1.04, -0.86, -0.38, 0.38, -0.34, 1.13, 0.80, 0.33, 0.93, 1.14, 0.18, 0.15, 0.90, 0.19, 0.38, 0.32, 0.38, 0.44, 0.59, 0.36, 0.31, 0.41, 0.35, 0.58, 0.43, 0.38, 0.37, 0.42, 0.46, 0.56, 0.57, 0.45, 0.50]
}